(1)
A 2-piece molecular cluster, C2H8O4P overall. Source: the OMol25 dataset; level of theory: ωB97M-V/def2-TZVPD.

Structure (XYZ):
```
15
C2H8O4P (ωB97M-V/def2-TZVPD)
H -0.965 1.276 0.003
P -2.502 -0.026 1.119
H 2.216 -1.502 0.174
O -3.775 -0.601 0.612
O -1.953 1.229 0.270
C 2.090 -0.729 -0.606
H 2.182 1.517 -0.125
H 0.444 0.842 -1.380
C 1.565 0.508 0.124
O 0.308 0.846 -0.329
O -1.521 -1.027 1.652
H 1.568 0.299 1.145
H 3.082 -0.431 -1.119
H 1.352 -1.007 -1.418
H -4.091 -1.195 -0.121
```

## Properties
2S+1: 1
E_LUMO: -7.85 eV
Net charge: +1

***

(2)
An isolated ion of composition C2H8O4P and charge +1. Source: the OMol25 dataset; level of theory: ωB97M-V/def2-TZVPD.

Structure (XYZ):
```
15
C2H8O4P (ωB97M-V/def2-TZVPD)
H -1.109 -1.565 -1.660
O -2.443 0.906 0.231
O -1.673 -1.135 1.134
H 2.209 1.632 -0.237
H 1.311 0.519 -1.391
H 2.494 -0.881 -0.250
H 0.894 -1.120 0.285
O 0.245 1.349 0.043
H -2.447 1.774 -0.260
H -2.267 -0.954 1.914
H 2.006 -0.232 1.405
C 1.403 0.825 -0.346
P -1.253 -0.041 0.109
O -1.141 -0.635 -1.302
C 1.769 -0.441 0.325
```

## Properties
2S+1: 1
E_LUMO: -5.43 eV
Net charge: +1

***

Ranking the structures above by energy, (2) is first and the second is 0.0620 hartree behind.